No. 1
The following is a DFT calculation (ωB97M-V/def2-TZVPD) of an isolated ion of composition C32H50F6N3O5 and charge +1 at a distorted geometry.

Each line ends with the Löwdin charge.
Atoms and positions in Å:
H 3.51 1.62 -0.08  0.117
H 0.83 -0.78 3.34  0.137
H -1.70 0.59 0.22  0.145
H 3.13 -0.08 -0.14  0.120
C 0.67 2.30 2.45  -0.162
H -1.60 1.26 -4.17  0.114
H -1.19 -1.78 -4.40  0.130
C -1.92 0.08 -0.72  -0.081
H -0.33 -4.60 -0.01  0.115
H 1.63 2.76 2.18  0.135
C 9.44 -1.56 1.71  -0.114
C -2.01 -4.28 -1.30  -0.319
C -5.59 0.16 1.75  -0.098
H 8.31 -0.92 -0.81  0.128
F -2.52 -5.00 -2.36  0.040
C -5.11 2.51 1.57  -0.026
H 2.05 0.07 -2.25  0.111
H -2.61 -1.15 -3.57  0.125
H -2.86 -3.86 -0.77  0.155
H 5.45 0.47 0.78  0.109
C -3.29 0.64 -1.19  -0.401
H 5.18 1.36 -1.85  0.112
H 4.82 -0.35 -2.01  0.107
F -5.23 -1.81 2.97  0.123
H -1.60 -2.98 0.74  0.112
H -2.58 -6.65 0.34  0.088
F -6.92 -1.79 1.61  0.146
C 4.85 0.48 -1.29  -0.209
H 1.10 1.71 -0.27  0.084
C -1.15 -0.51 2.61  -0.155
C -1.15 -5.18 -0.43  -0.176
H 0.39 4.69 -0.39  0.108
H -5.21 3.52 1.94  0.118
H 5.89 -1.76 0.82  0.114
H 0.11 1.50 -3.14  0.106
H -0.38 2.50 0.60  0.089
C 0.15 0.05 3.15  -0.165
H -2.81 -1.82 1.32  0.134
C -1.96 -5.83 0.70  -0.078
C 5.87 0.17 -0.18  -0.187
C -1.86 -1.92 0.80  -0.120
H 1.44 2.93 -1.48  0.114
H -0.79 2.35 -1.91  0.108
H -1.60 6.74 0.54  0.073
C -6.21 -1.02 2.45  -0.565
N -0.74 -0.99 -2.49  0.067
H 0.07 -0.13 -0.83  0.150
C 1.23 1.87 -1.35  -0.196
O -0.82 -1.24 1.43  -0.090
H -1.64 -1.16 3.35  0.139
H -2.61 -5.12 1.21  0.072
C -0.09 1.54 -2.07  -0.126
H -0.06 6.73 1.40  0.082
H 2.91 1.56 -2.67  0.120
H -1.28 -6.25 1.45  0.084
O 8.25 -0.96 1.25  -0.194
H -0.09 6.97 -0.35  0.076
F -7.01 -0.66 3.46  0.155
H -6.31 1.64 3.13  0.127
C 7.81 -1.47 0.00  -0.256
H -1.41 2.75 2.03  0.124
F -3.06 1.74 -1.96  0.105
C 2.41 1.03 -1.85  -0.192
H -1.35 4.52 -0.14  0.109
C -1.55 -0.96 -3.77  -0.056
N -1.97 -1.38 -0.57  0.101
N -1.28 -3.19 -1.93  0.219
C -0.55 6.44 0.47  -0.054
H -4.77 -1.10 0.21  0.133
H -0.04 0.55 4.11  0.134
H 5.94 -1.89 -0.93  0.107
C 6.31 -1.30 -0.08  -0.178
C -4.34 2.26 0.44  0.005
O 0.75 0.91 2.21  -0.135
H 9.88 -0.91 2.47  0.087
C -0.66 0.21 -1.57  -0.173
C -4.85 -0.09 0.60  0.036
H -0.70 -3.44 -2.72  0.184
H 9.24 -2.54 2.16  0.088
H 0.50 2.51 3.51  0.131
O -1.35 0.17 -5.81  0.109
C -1.46 0.28 -4.63  -0.234
C -4.20 0.96 -0.04  -0.117
H -0.74 -5.96 -1.07  0.128
H -1.84 0.31 2.37  0.123
H 10.17 -1.69 0.91  0.088
H 6.76 0.79 -0.31  0.110
C -5.73 1.45 2.24  0.017
F -3.90 -0.28 -2.01  0.094
H -3.84 3.07 -0.08  0.118
H 8.09 -2.52 -0.11  0.120
C 3.45 0.76 -0.76  -0.220
O -0.19 4.33 1.56  -0.134
C -0.43 4.93 0.30  -0.267
C -0.41 2.94 1.61  -0.206
C -1.32 -1.91 -1.63  -0.272

Frontier orbital gap ... 8.488 eV
Total charge ... +1
Highest occupied orbital energy ... -11.14 eV
LUMO energy ... -2.647 eV
Multiplicity ... 1

No. 2
The following is a DFT calculation (ωB97M-V/def2-TZVPD) of C7H16NO as an isolated structure at a distorted geometry.

Each line ends with the Löwdin charge.
Atoms and positions in Å:
H -0.13 0.06 1.88  0.172
H 0.92 2.53 -0.77  0.123
H -0.91 -1.38 2.50  0.135
H -0.42 2.87 -2.07  0.094
C -0.66 1.06 -0.93  -0.239
C 1.36 -0.35 -1.38  -0.013
H 1.98 0.59 -1.78  0.163
O 1.08 0.53 0.75  -0.051
H 0.75 -0.65 -2.19  0.086
H 2.04 -1.15 -1.14  0.081
H -2.12 2.73 -0.26  0.119
H 1.21 -2.10 1.14  0.071
H 0.61 -2.78 -0.21  0.044
H -0.04 -3.36 1.34  0.139
C -0.69 -1.34 0.48  -0.184
H -1.26 0.63 -1.68  0.132
C -0.10 2.45 -1.18  -0.083
H -1.74 -0.02 1.83  0.202
N -0.92 -0.70 1.78  0.161
C -1.12 2.28 -0.08  -0.077
H -1.55 -1.60 -0.16  0.152
C 0.35 0.09 -0.39  -0.410
H -0.73 2.25 0.99  0.117
H 1.76 -0.18 0.82  0.133
C 0.31 -2.45 0.70  -0.067

Frontier orbital gap ... 10.313 eV
Total charge ... +1
Highest occupied orbital energy ... -13.33 eV
LUMO energy ... -3.021 eV
Multiplicity ... 1

No. 3
The following is a DFT calculation (ωB97M-V/def2-TZVPD) of C4H7NO2 in the gas phase at a distorted geometry.

Each line ends with the Löwdin charge.
Atoms and positions in Å:
H 2.87 -0.64 0.17  0.138
C -1.13 -0.19 0.17  -0.377
H 0.06 -2.08 0.36  0.122
O -2.23 -0.16 -0.68  0.004
H -0.15 -1.44 -1.32  0.126
H -2.88 0.36 -0.21  0.097
H -0.19 1.52 -0.89  0.132
N 0.87 -0.08 -0.05  -0.080
H -1.38 -0.35 1.22  0.153
C -0.14 0.96 0.05  -0.076
O 2.41 1.38 0.41  0.001
C -0.06 -1.19 -0.27  -0.056
C 2.15 0.20 0.18  -0.318
H -0.20 1.71 0.87  0.134

SMILES ... O=CN1CC(O)C1
Frontier orbital gap ... 9.958 eV
Highest occupied orbital energy ... -9.34 eV
LUMO energy ... 0.616 eV
Multiplicity ... 1

Q: What is the formula in the second record?
A: C7H16NO